[1]
Below is a structure of composition C23H48AlN2O29S, with properties calculated with ωB97M-V/def2-TZVPD.

Orbital gap = 2.795 eV
LUMO energy = -0.3530 hartree
Energy relative to the best compared isomer or geometry (same formula, charge and spin) = 4.825 eV
M = 875.7 g mol⁻¹
E = -104396.75190 eV

Geometry as ORCA input:
```
! wB97M-V def2-TZVPD RIJCOSX def2/J DEFGRID3
* xyz 1 1
Al -1.22824 -2.26677 -2.55948
S 0.15278 -0.47689 -0.26685
O 0.14058 0.05774 -1.57386
O -1.23626 -0.73869 0.12680
O 0.74586 -1.74516 -0.46922
O 0.84999 0.43936 0.66269
C 3.01435 6.52870 3.47929
O 2.59456 5.86664 2.27427
C 1.35744 5.36295 2.12798
O 0.37297 5.50878 2.89825
O 1.38548 4.65127 0.96513
C 0.34064 3.77369 0.53420
H 3.47757 5.81696 4.16264
H 2.15570 6.84138 4.07347
H 3.66324 7.38205 3.28226
H 0.30611 3.53068 -0.52780
H -0.65208 4.14870 0.78315
H 0.27781 2.78081 0.97956
C -1.34744 0.74744 2.82300
O -1.61859 1.44813 4.01908
C -2.40166 0.96918 4.99733
O -3.11688 -0.00301 4.94172
O -2.22609 1.65136 6.09026
C -2.96248 1.57305 7.23394
H -1.79342 1.29887 1.99528
H -1.53647 -0.30886 3.01431
H -0.27331 0.90507 2.72554
H -2.47493 2.04079 8.08928
H -3.05222 0.56645 7.64236
H -3.99068 1.84155 6.99143
C 0.25721 -7.03411 -2.91176
O 1.43821 -6.49271 -2.27302
C 1.65248 -5.27475 -1.99466
O 0.92038 -4.29794 -2.19713
O 2.80803 -5.18267 -1.42442
C 3.16280 -4.01939 -0.70587
H -0.14100 -6.31023 -3.62277
H -0.51437 -7.28740 -2.18472
H 0.41365 -8.00545 -3.38094
H 3.93500 -4.34434 -0.00858
H 2.40089 -3.65297 -0.01788
H 3.40671 -3.26377 -1.45264
C 3.37039 2.44351 1.44972
O 4.23188 3.21393 2.32455
C 5.01718 2.65856 3.21357
O 5.27516 1.45373 3.18240
O 5.52790 3.56947 4.10499
C 6.47070 3.08849 4.93387
H 3.09343 3.07089 0.60249
H 2.44469 2.08686 1.90134
H 3.86885 1.64192 0.90467
H 6.39002 3.67119 5.85150
H 7.49473 3.19943 4.57727
H 6.29111 2.10599 5.37037
C -6.11827 -3.99019 -1.25305
O -5.78581 -3.40280 -0.06888
C -4.61160 -2.70222 0.11819
O -3.69737 -2.56300 -0.69628
O -4.54224 -2.53629 1.41734
C -3.47192 -1.76643 1.94047
H -7.12332 -4.39234 -1.12562
H -5.38748 -4.75454 -1.51729
H -5.98149 -3.29788 -2.08377
H -2.54718 -2.34339 1.94885
H -3.50897 -1.35512 2.94921
H -3.29339 -0.86873 1.34856
C -2.60438 2.11389 -0.71043
O -3.85230 2.16589 -1.50432
C -4.02375 1.09275 -2.40014
O -3.32025 0.09895 -2.43504
O -5.10941 1.39465 -3.22141
C -5.49219 0.37013 -4.20061
H -2.53769 2.97960 -0.05149
H -1.77345 1.99783 -1.40626
H -2.57321 1.27108 -0.01992
H -6.29431 0.66360 -4.87779
H -5.44908 -0.63996 -3.79324
H -4.71295 0.25302 -4.95371
C -0.60803 2.04442 -4.10742
O -0.10127 1.49975 -5.33208
C -0.36248 0.20722 -5.63890
O -0.96833 -0.56952 -4.87477
O 0.25012 -0.15497 -6.77709
C 0.26344 -1.46580 -7.37930
H 0.03359 2.85085 -3.75231
H -0.82700 1.42719 -3.23612
H -1.54961 2.54357 -4.33627
H -0.63119 -1.88886 -6.92240
H 1.07048 -2.17079 -7.17986
H 0.13492 -1.33538 -8.45381
C 3.39022 -0.38650 -2.63778
N 2.64780 -1.00322 -3.67198
O 3.00321 -0.86606 -4.86939
O 1.73622 -1.76311 -3.37903
H 4.44201 -0.60379 -2.82386
H 2.96037 -0.69645 -1.68527
H 3.15796 0.66306 -2.81824
C 1.89286 -1.60331 2.74047
N 2.57008 -2.91453 2.50309
O 3.77678 -2.87252 2.29479
O 1.85067 -3.91351 2.59604
H 2.35760 -0.90696 2.04246
H 2.35625 -1.34663 3.69309
H 0.82447 -1.79263 2.84444
*
```

Mulliken atomic charge list, values in e, 5 entries: number 1, Al, carries 1.242; number 2, S, carries 0.294; number 3, O, carries 0.104; number 4, O, carries -0.327; number 5, O, carries 0.096

***

[2]
Below is a cluster of 11 separate species, C23H48F12N14O15 in total, with properties calculated with ωB97M-V/def2-TZVPD.

Orbital gap = 9.907 eV
LUMO energy = 0.0131 hartree
M = 988.7 g mol⁻¹
E = -108821.61306 eV

Geometry as ORCA input:
```
! wB97M-V def2-TZVPD RIJCOSX def2/J DEFGRID3
* xyz 0 1
C -1.63125 -4.26004 -0.82228
C -0.47958 -4.54849 -1.76260
O -0.65932 -3.70586 -3.01460
C 0.43766 -3.27700 -3.64450
O 1.54565 -3.66991 -3.48647
C 0.05308 -2.24178 -4.80086
F -0.86227 -1.40333 -4.41440
F 1.10456 -1.57124 -5.26572
F -0.35419 -2.99927 -5.84390
H -1.61037 -3.21350 -0.49330
H -1.54124 -4.98232 -0.02193
H -2.56710 -4.51096 -1.31651
H -0.33553 -5.59946 -1.98991
H 0.44157 -4.18002 -1.35007
C -3.99250 4.86109 -1.64488
C -4.08211 3.75623 -0.56063
O -4.59477 2.55949 -1.19510
C -5.92192 2.44309 -1.30423
O -6.68808 3.21110 -0.86922
C -6.40157 1.24664 -2.24602
F -5.43812 0.42671 -2.68427
F -7.29927 0.52061 -1.56964
F -6.99223 1.82447 -3.27248
H -3.80222 5.80825 -1.15298
H -5.00072 5.05324 -2.04353
H -3.25239 4.63881 -2.39326
H -4.74290 3.95729 0.23661
H -3.07642 3.58205 -0.15481
C 0.08569 2.16278 -6.13263
C 0.62764 1.72357 -4.71362
O 0.45472 2.86480 -3.82306
C 1.07062 2.79811 -2.63850
O 1.68565 1.90786 -2.23528
C 0.78748 4.05780 -1.71762
F 1.59270 5.10120 -2.11507
F -0.53363 4.38448 -1.78360
F 1.05502 3.82853 -0.39457
H -0.93761 2.55331 -6.10899
H -0.07018 1.27419 -6.71312
H 0.75960 2.83471 -6.67645
H 1.69715 1.45438 -4.70968
H 0.02142 0.89893 -4.34935
C 2.44949 1.54973 1.38459
C 2.17142 0.33482 0.57718
O 0.71641 0.36965 0.36777
C 0.14419 -0.16959 -0.63921
O 0.60351 -0.92468 -1.50625
C -1.31203 0.32973 -0.75357
F -1.97813 0.25571 0.45879
F -1.27873 1.61458 -1.17554
F -1.97193 -0.44321 -1.60413
H 3.44520 1.44183 1.83769
H 1.72422 1.55092 2.19173
H 2.36935 2.44734 0.76780
H 2.44369 -0.61509 1.13405
H 2.62877 0.27444 -0.37913
C 5.36428 0.00448 -0.71120
O 4.61444 -0.19709 -1.65301
N 5.16912 -0.75412 0.46035
N 6.38243 0.89881 -0.63225
H 5.58071 -0.53784 1.37222
H 4.43277 -1.45528 0.47073
H 7.14839 0.65443 -0.00291
H 6.67015 1.16015 -1.56309
C -2.67935 2.11450 2.74734
O -3.62109 2.94401 2.64900
N -2.95329 0.84928 3.13837
N -1.37263 2.54559 2.54234
H -3.91953 0.62134 2.97550
H -2.26773 0.14474 3.19378
H -0.58746 1.93129 2.71994
H -1.41276 3.54590 2.57030
C 2.85492 -3.71241 -0.45626
O 1.76846 -3.96892 0.10585
N 3.14324 -2.47745 -1.08650
N 3.88031 -4.65469 -0.42161
H 4.08107 -2.38075 -1.41400
H 2.55679 -1.66789 -1.34445
H 3.75880 -5.49348 0.12949
H 4.67735 -4.68175 -1.03892
C -1.15451 -2.56830 2.69606
O -1.38450 -1.66457 3.51495
N -1.85443 -3.67116 2.53697
N -0.05908 -2.35017 1.84608
H -2.65599 -3.72562 3.12813
H -2.04274 -4.10356 1.66449
H 0.40371 -3.17303 1.49431
H 0.59868 -1.68881 2.25808
C 1.63987 -0.02755 5.20274
O 2.41925 0.91714 5.02952
N 1.91669 -1.40924 5.18979
N 0.22653 0.27013 5.39972
H 1.20886 -2.16317 5.09151
H 2.88949 -1.70827 5.27192
H -0.31756 -0.53686 5.24129
H -0.15246 1.18557 5.25098
C -5.26642 -2.20265 1.21476
O -4.77966 -2.72704 2.18084
N -6.21572 -2.89552 0.44936
N -4.99022 -0.90986 0.79545
H -6.74481 -2.24527 -0.13733
H -6.81901 -3.63981 0.83403
H -4.11795 -0.62925 1.24029
H -4.76756 -0.82715 -0.18514
C 5.78738 1.68380 3.42043
O 5.94522 0.47356 3.19142
N 6.71055 2.70222 3.03801
N 4.79118 2.05669 4.23009
H 6.47524 3.69899 3.13903
H 7.51871 2.40388 2.49858
H 3.97911 1.45943 4.44387
H 4.83460 2.99590 4.61005
*
```

Mulliken atomic charge list, values in e, 5 entries: number 1, C, carries -0.598; number 2, C, carries 0.442; number 3, O, carries -0.355; number 4, C, carries 0.390; number 5, O, carries -0.543

***

[3]
Below is a structure of composition C23H48GdNOP3S, with properties calculated with ωB97M-V/def2-TZVPD.

<S²> = 16.061
Orbital gap (spin up / spin down) = 5.718 / 2.997 eV
LUMO energy (spin up / spin down) = -0.3486 / -0.4486 hartree
Energy relative to the best compared isomer or geometry (same formula, charge and spin) = 0.000 eV
M = 636.9 g mol⁻¹
E = -87679.32903 eV

Geometry as ORCA input:
```
! wB97M-V def2-TZVPD RIJCOSX def2/J DEFGRID3
* xyz 3 8
Gd 0.11033 -0.25052 0.03090
P -1.61017 1.85065 1.11199
P -1.46468 -0.90336 -2.14528
P 0.44619 2.16210 -1.42199
H 2.15763 -1.84741 1.31495
C 2.56386 -0.86802 1.61581
C 1.88370 -0.10692 2.49831
H 1.08654 -0.52802 3.14338
C -2.56311 1.26082 2.55286
C -3.02814 2.40102 0.06763
C -1.06667 3.46598 1.79149
C -0.55568 -2.00863 -3.28537
C -2.89596 -1.94366 -1.70792
C -2.23707 0.26871 -3.30670
C 1.67143 3.17639 -0.50703
C -0.56095 3.50604 -2.17557
C 1.32616 1.57684 -2.91554
H 3.49179 -0.55465 1.13668
H 2.02175 0.97745 2.58805
H -1.89017 0.84045 3.30807
H -3.27676 0.49278 2.23429
H -3.11399 2.09605 3.00463
H -3.57497 1.52283 -0.30076
H -2.68708 2.98607 -0.79444
H -3.71417 3.01631 0.66791
H -0.19983 3.30023 2.44236
H -1.87579 3.90705 2.39310
H -0.78695 4.16374 0.99396
H -1.23632 -2.27561 -4.10619
H -0.24795 -2.91455 -2.74360
H 0.33526 -1.49529 -3.67557
H -3.25120 -2.42681 -2.62897
H -3.69281 -1.30689 -1.29900
H -2.61980 -2.70308 -0.96102
H -2.85147 -0.32096 -4.00144
H -1.47885 0.83098 -3.86588
H -2.87380 0.97097 -2.75220
H 2.25118 3.72714 -1.26089
H 2.35166 2.53302 0.07268
H 1.17789 3.87789 0.18225
H 0.10863 4.08773 -2.83174
H -0.97570 4.16768 -1.40155
H -1.37584 3.07849 -2.77896
H 2.06235 2.34186 -3.20204
H 0.61180 1.42576 -3.73657
H 1.87210 0.63629 -2.73900
C 5.94294 0.91934 -1.42761
C 6.50053 0.64938 -2.70791
C 7.87064 0.84363 -2.93603
C 8.70283 1.30648 -1.90868
C 8.16787 1.54646 -0.63513
C 6.81021 1.35319 -0.39709
S 4.18427 0.93780 -1.15070
H 3.74179 -0.35927 -0.82485
H 5.83579 0.28871 -3.49529
H 8.29782 0.64314 -3.91590
H 9.77546 1.49376 -2.11533
H 8.81570 1.88856 0.17380
H 6.37707 1.53306 0.59263
O -0.96909 -1.66433 1.28000
C -1.72493 -2.48574 1.93863
C -2.14781 -2.26233 3.34408
C -3.66331 -2.01840 3.48750
C -4.48289 -3.30420 3.55819
C -4.42710 -4.09551 2.25515
C -3.03563 -4.62245 1.90305
N -2.14260 -3.59948 1.31182
H -1.88059 -3.16564 3.91888
H -1.57044 -1.42064 3.75310
H -3.84900 -1.44783 4.40426
H -4.03207 -1.39921 2.66057
H -4.13290 -3.93304 4.39120
H -5.53189 -3.05205 3.76689
H -5.10094 -4.95876 2.33867
H -4.81952 -3.49295 1.42327
H -2.57015 -5.07389 2.78950
H -3.14002 -5.40557 1.14671
H -1.62639 -3.83715 0.47050
*
```

Mulliken atomic charge list, values in e, 5 entries: number 1, Gd, carries 0.152; number 2, P, carries 1.128; number 3, P, carries 0.856; number 4, P, carries 1.004; number 5, H, carries 0.555